{"formula": "C18H22N2O3S", "method": "the ωB97M-V functional and the def2-TZVPD basis", "symbols": ["C", "C", "C", "C", "O", "C", "O", "C", "S", "C", "N", "C", "C", "C", "C", "C", "N", "C", "O", "C", "C", "C", "C", "C", "H", "H", "H", "H", "H", "H", "H", "H", "H", "H", "H", "H", "H", "H", "H", "H", "H", "H", "H", "H", "H", "H"], "xyz": [[-4.83, -1.33, -0.82], [-5.46, -1.14, 0.55], [-5.31, 0.28, 1.10], [-3.86, 0.69, 1.35], [-3.29, 1.24, 0.15], [-2.13, 0.77, -0.28], [-1.50, -0.12, 0.23], [-1.69, 1.52, -1.52], [-0.81, 3.03, -0.98], [0.76, 2.35, -0.59], [0.97, 1.09, -0.92], [2.12, 0.51, -0.62], [3.15, 1.20, 0.03], [2.94, 2.53, 0.36], [1.73, 3.14, 0.06], [1.47, 4.48, 0.39], [1.26, 5.58, 0.67], [4.43, 0.54, 0.38], [5.30, 1.12, 0.98], [4.57, -0.89, -0.10], [3.25, -1.67, -0.11], [3.49, -3.07, -0.67], [2.70, -1.78, 1.31], [2.26, -0.93, -1.01], [-5.17, -0.57, -1.52], [-3.74, -1.28, -0.76], [-5.09, -2.31, -1.23], [-5.03, -1.85, 1.25], [-6.53, -1.36, 0.48], [-5.84, 0.34, 2.05], [-5.75, 0.99, 0.41], [-3.25, -0.15, 1.67], [-3.81, 1.48, 2.10], [-2.54, 1.86, -2.09], [-0.99, 0.93, -2.11], [3.72, 3.08, 0.87], [5.32, -1.38, 0.52], [4.97, -0.84, -1.12], [4.20, -3.62, -0.05], [2.56, -3.63, -0.70], [3.90, -3.02, -1.68], [3.40, -2.31, 1.95], [2.52, -0.80, 1.74], [1.76, -2.33, 1.31], [1.27, -1.39, -0.97], [2.60, -0.97, -2.05]], "mulliken_charge": [-0.90, -0.43, -0.69, -0.41, -0.27, 0.53, -0.58, -0.54, -0.18, 0.46, -0.19, 0.07, 0.79, -1.10, 0.42, -0.32, -0.52, 0.59, -0.64, -1.14, 1.82, -2.11, -1.84, -1.13, 0.29, 0.12, 0.37, 0.29, 0.31, 0.36, 0.28, 0.31, 0.35, 0.48, 0.33, 0.58, 0.44, 0.41, 0.43, 0.44, 0.43, 0.45, 0.40, 0.44, 0.43, 0.36], "smiles": "CCCCOC(=O)CSc1nc2c(cc1C#N)C(=O)CC(C)(C)C2"}

{"formula": "C18H22N2O5", "method": "the ωB97M-V functional and the def2-TZVPD basis", "symbols": ["C", "N", "C", "O", "C", "C", "C", "C", "C", "C", "C", "C", "N", "C", "C", "O", "H", "H", "H", "H", "H", "H", "H", "H", "H", "H", "H", "H", "H", "H", "H", "H", "O", "C", "C", "C", "C", "C", "O", "C", "O", "H", "H", "H", "H", "H", "H"], "xyz": [[-3.99, 0.72, 4.54], [-3.78, -0.71, 4.33], [-2.81, -1.29, 3.60], [-2.80, -2.51, 3.51], [-1.77, -0.43, 2.87], [-2.23, -0.13, 1.43], [-1.44, 0.97, 0.75], [-0.34, 0.66, -0.07], [0.39, 1.69, -0.68], [0.02, 3.03, -0.50], [-1.08, 3.34, 0.32], [-1.81, 2.31, 0.95], [-0.44, -1.06, 2.84], [0.68, -0.46, 3.25], [1.96, -1.24, 3.09], [0.70, 0.66, 3.75], [-3.16, 1.15, 5.11], [-4.91, 0.87, 5.11], [-4.09, 1.23, 3.59], [-4.41, -1.36, 4.78], [-1.70, 0.52, 3.39], [-3.28, 0.17, 1.46], [-2.18, -1.05, 0.84], [-0.04, -0.37, -0.21], [1.26, 1.45, -1.28], [0.59, 3.82, -0.97], [-1.36, 4.37, 0.47], [-2.64, 2.56, 1.58], [-0.39, -2.01, 2.51], [2.78, -0.67, 3.52], [2.14, -1.40, 2.03], [1.87, -2.20, 3.60], [3.39, 1.01, -2.87], [2.75, 0.18, -3.74], [1.39, 0.33, -4.01], [0.75, -0.53, -4.90], [1.47, -1.56, -5.52], [2.83, -1.71, -5.26], [3.55, -2.71, -5.87], [3.47, -0.84, -4.37], [4.81, -1.02, -4.13], [4.33, 0.75, -2.85], [0.83, 1.13, -3.53], [-0.31, -0.41, -5.10], [0.96, -2.22, -6.21], [2.97, -3.21, -6.47], [5.10, -1.78, -4.66]], "mulliken_charge": [-0.76, -0.13, 0.08, -0.70, 0.11, -1.26, 0.45, -0.27, -0.69, -0.70, -0.67, -0.34, -0.14, 0.80, -1.23, -0.67, 0.30, 0.34, 0.19, 0.29, 0.44, 0.51, 0.41, 0.45, 0.71, 0.43, 0.39, 0.34, 0.30, 0.32, 0.30, 0.36, -0.55, -0.04, -0.70, -1.01, -0.57, 1.23, -0.58, 0.79, -0.66, 0.33, 0.54, 0.37, 0.24, 0.30, 0.34], "smiles": "CNC(=O)[C@H](Cc1ccccc1)NC(C)=O.Oc1cccc(O)c1O"}

{"formula": "C18H22N3O6S", "method": "the ωB97M-V functional and the def2-TZVPD basis", "symbols": ["O", "O", "O", "O", "O", "O", "C", "C", "C", "C", "C", "C", "C", "C", "C", "C", "C", "C", "C", "N", "N", "N", "C", "C", "C", "C", "C", "S", "H", "H", "H", "H", "H", "H", "H", "H", "H", "H", "H", "H", "H", "H", "H", "H", "H", "H", "H", "H", "H", "H"], "xyz": [[6.21, -2.73, -3.69], [0.45, 0.01, -1.33], [5.77, 2.42, -3.41], [-2.20, -0.75, 3.27], [-2.71, 1.49, 2.46], [-0.25, 0.34, -3.41], [5.89, -1.57, -3.89], [0.63, 0.05, -2.57], [5.52, 1.43, -2.73], [-6.89, 0.98, 6.06], [-6.86, -1.24, 1.74], [-5.53, 1.25, 5.95], [-5.50, -0.97, 1.60], [-7.56, 0.29, 5.04], [-7.54, -0.81, 2.88], [-4.83, 0.84, 4.81], [-4.80, -0.27, 2.59], [-6.86, -0.12, 3.89], [-5.48, 0.15, 3.76], [6.24, 1.24, -1.62], [4.92, -1.00, -3.18], [-2.63, -0.38, 0.80], [6.62, -0.77, -4.95], [6.16, 0.14, -0.65], [2.03, -0.30, -3.12], [3.14, 0.57, -2.50], [4.48, 0.41, -3.24], [-3.01, 0.06, 2.36], [-7.44, 1.30, 6.95], [-7.39, -1.78, 0.96], [-5.01, 1.78, 6.74], [-4.99, -1.32, 0.70], [-8.62, 0.08, 5.14], [-8.60, -1.02, 2.98], [-3.77, 1.07, 4.77], [6.90, 1.98, -1.43], [4.44, -1.61, -2.54], [-2.80, 0.43, 0.23], [-1.63, -0.58, 0.80], [7.15, 0.06, -4.49], [5.90, -0.39, -5.68], [7.33, -1.42, -5.45], [5.13, -0.01, -0.32], [6.54, -0.78, -1.09], [6.77, 0.38, 0.23], [2.24, -1.35, -2.92], [2.04, -0.15, -4.20], [3.25, 0.31, -1.45], [2.84, 1.62, -2.56], [4.28, 0.66, -4.28]], "mulliken_charge": [-0.71, -0.73, -0.70, -0.65, -0.63, -0.76, 0.61, 0.33, -0.01, -0.45, -0.71, -0.80, -0.30, -0.77, -0.78, -0.63, 0.41, 0.85, 0.47, -0.12, 0.01, -0.59, -1.03, -0.73, -0.32, -0.74, 0.20, 1.22, 0.37, 0.39, 0.38, 0.56, 0.35, 0.35, 0.36, 0.28, 0.32, 0.27, 0.31, 0.25, 0.31, 0.33, 0.24, 0.23, 0.33, 0.32, 0.27, 0.14, 0.35, 0.35], "total_charge": -1}

{"formula": "C18H22N4O3", "method": "the ωB97M-V functional and the def2-TZVPD basis", "symbols": ["C", "C", "O", "C", "C", "C", "O", "N", "N", "C", "C", "C", "C", "C", "C", "C", "O", "N", "N", "C", "C", "C", "C", "C", "C", "H", "H", "H", "H", "H", "H", "H", "H", "H", "H", "H", "H", "H", "H", "H", "H", "H", "H", "H", "H", "H", "H"], "xyz": [[1.41, -5.20, 2.05], [0.58, -3.93, 2.18], [0.13, -3.73, 3.50], [1.38, -2.71, 1.67], [0.54, -1.44, 1.80], [1.36, -0.17, 1.53], [1.55, 0.69, 2.37], [1.87, -0.12, 0.29], [2.54, 1.01, -0.19], [1.88, 1.83, -1.11], [2.29, 3.16, -1.23], [1.75, 3.98, -2.20], [0.77, 3.49, -3.06], [0.35, 2.18, -2.94], [0.90, 1.35, -1.97], [-0.57, -1.39, 0.76], [-0.38, -1.64, -0.42], [-1.77, -0.99, 1.23], [-2.81, -0.62, 0.38], [-2.65, 0.59, -0.32], [-1.84, 1.61, 0.16], [-1.78, 2.82, -0.51], [-2.53, 3.03, -1.65], [-3.34, 2.01, -2.13], [-3.40, 0.80, -1.48], [1.65, -5.40, 1.01], [2.34, -5.11, 2.61], [0.85, -6.05, 2.45], [-0.34, -4.02, 1.59], [0.90, -3.71, 4.08], [1.64, -2.88, 0.62], [2.29, -2.61, 2.25], [0.14, -1.37, 2.81], [1.57, -0.79, -0.42], [2.94, 1.51, 0.59], [3.05, 3.54, -0.56], [2.07, 5.00, -2.28], [0.35, 4.13, -3.81], [-0.41, 1.79, -3.59], [0.54, 0.33, -1.89], [-1.90, -0.77, 2.21], [-3.10, -1.39, -0.22], [-1.25, 1.46, 1.05], [-1.14, 3.60, -0.13], [-2.48, 3.97, -2.17], [-3.92, 2.16, -3.03], [-4.03, 0.00, -1.86]], "mulliken_charge": [-1.54, 0.30, -0.57, -1.11, 0.93, -0.17, -0.72, 0.14, -0.85, 1.02, -0.55, -0.61, -0.60, -0.70, -0.33, -0.31, -0.69, 0.08, -0.54, 0.66, -0.19, -0.44, -0.69, -0.58, -0.65, 0.37, 0.38, 0.38, 0.29, 0.37, 0.33, 0.49, 0.88, 0.47, 0.32, 0.37, 0.37, 0.43, 0.39, 0.27, 0.31, 0.33, 0.39, 0.42, 0.42, 0.38, 0.34], "smiles": "C[C@@H](O)CC(C(=O)NNc1ccccc1)C(=O)NNc1ccccc1"}

Short version: gap between HOMO and LUMO = 0.320 0.330 0.224 0.319 Ha, in the order given.